ORCA calculation (wB97M-V/def2-TZVPD) on C19H43OP3PrS2 as an isolated structure in a non-equilibrium geometry.

```
! RIJCOSX wB97M-V def2-TZVPD def2/J DEFGRID3
* xyz 3 3
Pr -0.698 -0.598 -1.558
P 0.621 0.152 1.245
P 2.261 -1.671 -1.669
P -2.840 0.043 0.516
H -3.284 -2.714 -3.648
C -3.739 -1.916 -3.040
C -3.515 -0.586 -3.303
H -2.596 -0.367 -3.872
C 0.726 -0.883 2.745
C 2.368 0.741 1.324
C -0.111 1.648 2.002
C 2.866 -2.368 -3.276
C 3.772 -0.776 -1.089
C 2.277 -2.953 -0.338
C -4.523 -0.298 -0.135
C -3.187 1.711 0.997
C -2.900 -0.810 2.146
H -4.636 -2.225 -2.474
H -4.387 0.096 -3.475
H 1.203 -0.308 3.545
H 1.323 -1.775 2.547
H -0.262 -1.197 3.075
H 2.527 1.326 2.239
H 2.586 1.378 0.457
H 3.029 -0.132 1.334
H 0.647 2.154 2.608
H -0.942 1.361 2.644
H -0.446 2.340 1.223
H 3.955 -2.556 -3.285
H 2.733 -1.583 -4.042
H 2.307 -3.262 -3.598
H 4.306 -1.333 -0.309
H 3.534 0.187 -0.630
H 4.471 -0.619 -1.913
H 2.721 -3.874 -0.724
H 1.291 -3.219 0.074
H 2.907 -2.591 0.486
H -5.181 -0.321 0.731
H -4.663 -1.208 -0.722
H -4.782 0.555 -0.760
H -3.993 1.627 1.712
H -3.503 2.225 0.098
H -2.338 2.187 1.456
H -3.957 -0.897 2.416
H -2.422 -0.195 2.918
H -2.449 -1.811 2.160
C -1.364 -4.094 -1.108
C -1.420 -4.766 0.134
C -0.936 -6.077 0.217
C -0.478 -6.712 -0.962
C -0.153 -5.945 -2.099
C -0.543 -4.589 -2.161
S -2.483 -2.789 -1.229
H -3.029 -1.998 -0.078
H -2.010 -4.289 0.932
H -0.868 -6.542 1.207
H -0.383 -7.803 -1.015
H 0.427 -6.377 -2.949
H -0.330 -3.983 -3.066
C 0.675 3.310 -3.538
S 0.926 2.197 -2.194
C 0.850 3.310 -0.799
O -0.520 1.542 -2.114
H 1.526 3.993 -3.511
H -0.287 3.794 -3.396
H 0.661 2.733 -4.458
H -0.187 3.652 -0.773
H 1.092 2.782 0.130
H 1.584 4.105 -0.961
*
```

Calculated values
- largest force on an atom (eV/Å) = 3.12
- ΔE to the lowest compared entry with this formula, charge and spin (kJ/mol) = 102.7
- highest occupied orbital energy (alpha / beta) (eV) = -16.73 / -16.74
- ⟨S²⟩ = 2.004
- E_tot (Ha) = -3161.378797

Atomic partial charges in e from the Löwdin method, atoms 1 to 5: Pr 0.738; P 0.792; P 0.780; P 0.712; H 0.085

***

ORCA calculation (wB97M-V/def2-TZVPD) on C15H35CuF3N4O11PS2 as an isolated structure in a non-equilibrium geometry.

```
! RIJCOSX wB97M-V def2-TZVPD def2/J DEFGRID3
* xyz -1 2
Cu 1.560 0.149 0.301
S 2.207 1.700 2.431
O 1.454 2.364 3.483
O 1.794 2.172 1.161
O 3.600 2.029 2.656
O 1.897 0.260 2.404
C 1.184 -4.266 -1.324
F 0.725 -4.542 -0.107
F 2.572 -4.327 -1.381
F 0.742 -5.249 -2.157
S 0.624 -2.452 -1.941
O -0.784 -2.456 -2.282
O 0.948 -1.507 -0.845
O 1.449 -2.235 -3.124
O -0.604 0.335 1.151
P -1.990 0.385 1.634
N -2.133 0.054 3.297
C -1.200 0.785 4.159
C -3.312 -0.562 3.973
N -2.958 -0.900 0.834
C -2.456 -2.295 0.900
C -3.482 -0.537 -0.518
N -2.770 1.875 1.397
C -4.192 2.102 1.647
C -2.103 3.004 0.879
H -0.544 0.116 4.716
H -1.721 1.470 4.828
H -0.691 1.468 3.479
H -3.803 -1.342 3.391
H -4.065 0.183 4.228
H -2.980 -1.062 4.883
H -3.271 -2.941 0.572
H -1.534 -2.399 0.326
H -2.193 -2.496 1.938
H -3.608 0.540 -0.631
H -2.730 -0.837 -1.249
H -4.426 -1.049 -0.702
H -4.748 1.825 0.751
H -4.498 1.467 2.478
H -4.445 3.130 1.908
H -2.257 3.824 1.580
H -2.394 3.226 -0.148
H -1.038 2.799 0.769
O 0.209 1.121 -1.280
C -0.376 1.263 -2.329
O -1.627 1.854 -2.317
C -2.304 1.865 -3.588
C -1.197 1.444 -4.499
C -0.078 0.754 -3.663
H -2.718 2.858 -3.761
H -3.167 1.202 -3.527
H -0.738 2.322 -4.953
H -1.555 0.780 -5.286
H 0.928 1.027 -3.982
H -0.138 -0.319 -3.483
C 5.296 0.144 -2.235
C 4.070 -0.296 -1.440
C 4.474 -0.885 -0.126
O 3.213 -1.303 0.461
C 3.352 -2.208 1.546
N 3.297 0.932 -1.185
H 4.931 0.859 -2.973
H 5.784 -0.669 -2.773
H 5.965 0.613 -1.514
H 3.524 -1.080 -1.965
H 4.954 -0.195 0.568
H 5.191 -1.703 -0.187
H 3.897 -3.125 1.323
H 2.318 -2.454 1.788
H 3.730 -1.707 2.437
H 3.098 1.428 -2.042
H 3.840 1.669 -0.758
*
```

Calculated values
- largest force on an atom (eV/Å) = 6.41
- ΔE to the lowest compared entry with this formula, charge and spin (kJ/mol) = 296.0
- highest occupied orbital energy (alpha / beta) (eV) = -4.71 / -4.66
- ⟨S²⟩ = 0.754
- E_tot (Ha) = -4717.123866

Atomic partial charges in e from the Löwdin method, atoms 1 to 5: Cu 0.604; S 0.141; O -0.357; O -0.315; O -0.366

***

ORCA calculation (wB97M-V/def2-TZVPD) on a 13-piece molecular cluster, C22H63B3N2O15 overall in a non-equilibrium geometry.

```
! RIJCOSX wB97M-V def2-TZVPD def2/J DEFGRID3
* xyz 0 1
C -1.825 7.358 -2.190
C -1.250 6.026 -1.857
B -1.439 4.636 -2.729
O -2.647 3.748 -2.598
B -2.131 2.413 -2.130
N -2.881 1.784 -0.971
C -2.265 0.487 -0.499
C -0.782 0.624 0.184
C -0.583 1.916 1.172
O -0.970 1.774 -2.845
B 0.058 2.860 -3.005
C 1.600 2.759 -2.442
C 2.374 1.307 -2.211
C 3.922 1.378 -1.584
C 4.504 2.875 -1.261
N 3.834 4.200 -1.486
C 2.440 4.106 -2.039
O -0.400 4.121 -3.689
H -1.219 8.142 -2.819
H -2.888 7.643 -1.786
H -0.616 5.921 -0.851
H -3.079 2.454 -0.197
H -2.988 0.067 0.353
H -2.315 -0.308 -1.369
H -0.643 -0.342 0.871
H 0.033 0.521 -0.662
H -1.251 2.844 0.924
H -0.731 1.631 2.317
H 0.545 2.288 1.076
H 1.835 0.286 -2.484
H 4.522 0.395 -1.360
H 5.601 2.912 -0.788
H 1.866 5.141 -2.203
C -4.563 -2.360 -2.185
O -3.875 -2.051 -0.987
H -4.236 -1.673 -2.970
H -4.334 -3.386 -2.484
H -5.638 -2.246 -2.029
H -4.185 -2.677 -0.310
C 6.345 7.312 -0.646
O 6.627 6.209 0.196
H 7.276 7.839 -0.865
H 5.903 6.955 -1.579
H 5.654 7.990 -0.140
H 5.782 5.761 0.373
C -6.216 3.294 -3.620
O -5.869 4.603 -3.207
H -7.240 3.301 -4.001
H -5.537 2.969 -4.413
H -6.151 2.613 -2.768
H -4.956 4.565 -2.875
C -1.109 -3.652 -1.760
O -1.369 -4.778 -2.578
H -2.050 -3.304 -1.326
H -0.423 -3.935 -0.958
H -0.672 -2.855 -2.365
H -0.517 -5.065 -2.949
C -1.333 4.471 3.925
O -2.256 4.580 2.858
H -0.910 3.463 3.927
H -0.531 5.200 3.791
H -1.847 4.649 4.873
H -2.615 5.483 2.882
C 4.004 -0.885 1.842
O 3.444 -1.019 0.549
H 3.739 0.096 2.244
H 3.603 -1.664 2.496
H 5.091 -0.971 1.781
H 3.695 -1.898 0.218
C 6.208 -2.810 4.314
O 5.649 -2.943 3.020
H 5.944 -1.829 4.716
H 5.807 -3.588 4.967
H 7.296 -2.895 4.252
H 5.900 -3.822 2.690
C -2.955 8.074 1.377
O -1.902 7.129 1.336
H -3.086 8.416 2.406
H -2.706 8.927 0.741
H -3.880 7.606 1.031
H -1.810 6.844 0.411
C 4.427 -6.120 5.322
O 4.510 -5.131 6.332
H 5.255 -5.984 4.622
H 4.495 -7.112 5.776
H 3.480 -6.017 4.787
H 3.763 -5.277 6.937
C -1.378 -6.427 0.889
O -1.295 -5.438 1.898
H -0.550 -6.291 0.189
H -1.310 -7.418 1.342
H -2.325 -6.324 0.353
H -2.042 -5.584 2.503
C 0.952 -9.194 -0.755
O 0.461 -8.942 0.548
H 0.729 -8.335 -1.392
H 2.034 -9.344 -0.715
H 0.465 -10.084 -1.163
H 0.674 -9.721 1.090
C -4.597 -6.901 -2.055
O -3.478 -7.398 -2.765
H -5.116 -7.737 -1.581
H -4.260 -6.201 -1.286
H -5.276 -6.398 -2.748
H -3.037 -6.634 -3.175
*
```

Calculated values
- largest force on an atom (eV/Å) = 6.24
- highest occupied orbital energy (eV) = -7.90
- E_tot (Ha) = -2188.245555

Atomic partial charges in e from the Löwdin method, atoms 1 to 5: C 0.005; C -0.038; B -0.343; O 0.119; B -0.451